Entry 1:
Formula: C6H11BrNOS
Source: the Open Molecules 2025 dataset
Level of theory: the ωB97M-V functional and the def2-TZVPD basis

The lowest unoccupied orbital energy (alpha / beta) is -6.40 / -6.40 eV. The charge is +1. The calculation puts the energy above the lowest of the compared OMol25 structures with the same formula, charge and spin at 351.3 kJ/mol. The calculation puts the HOMO energy (alpha / beta) at -12.71 / -12.71 eV. The calculation puts the strongest force on any atom at 4.375 eV/A. Its HOMO-LUMO gap (alpha / beta) is 6.3089 / 6.3083 eV.

Last column: natural (NBO) charge in e.
CARTESIAN COORDINATES (ANGSTROEM)
C -0.9212 -0.7707 0.6479  0.636
C 0.1987 1.3257 0.4815  -0.259
C 1.4715 -0.7082 0.2350  -0.245
C 0.5691 1.6648 -0.9857  -0.069
C 2.2590 0.2310 -0.6824  -0.112
C -1.5556 -2.0019 0.4018  -0.814
N 0.1112 -0.1014 0.6079  -0.364
O 1.2866 0.6530 -1.5404  -0.496
S -3.2653 0.8594 1.1320  -0.048
Br -4.6546 0.0423 -0.3669  0.026
H 0.8821 1.6962 1.1425  0.223
H -0.7521 1.8348 0.6789  0.262
H 1.3141 -1.7657 -0.2439  0.245
H 1.8786 -0.7755 1.2460  0.233
H -0.3552 1.5037 -1.4890  0.203
H 0.9981 2.6655 -1.1621  0.215
H 2.9690 1.0437 -0.1778  0.207
H 2.9952 -0.4430 -1.1834  0.237
H -2.2536 -1.8804 -0.4240  0.323
H -2.3284 -2.1894 1.1469  0.316
H -0.8472 -2.8838 0.5351  0.279

Atoms 1-6, force components in eV/Å:
C -3.6 2.4 0.3
C -1.8 1.8 -1.3
C 0.2 -1.8 1.3
C -1.7 0.2 0.5
C 2.5 -1.0 1.2
C 0.3 -2.2 1.4

---

Entry 2:
Formula: C6H11Cl4N2
Source: the Open Molecules 2025 dataset
Level of theory: the ωB97M-V functional and the def2-TZVPD basis

The lowest unoccupied orbital energy is -4.17 eV. The charge is +1. The calculation puts the energy above the lowest of the compared OMol25 structures with the same formula, charge and spin at 0.0 kJ/mol. The calculation puts the HOMO energy at -13.82 eV. The calculation puts the strongest force on any atom at 5.000 eV/A. Its HOMO-LUMO gap is 9.6473 eV.

Last column: natural (NBO) charge in e.
CARTESIAN COORDINATES (ANGSTROEM)
C -0.5453 -1.4565 -0.2342  -0.515
C -0.2511 -1.1071 1.2610  -0.482
C -0.3580 -0.3221 -1.1326  0.490
C 1.1493 -0.5990 1.6991  -0.036
C 1.2866 0.9432 2.0002  -0.303
C -1.5086 0.6661 -1.4692  -0.272
N 0.7953 -0.0929 -1.6415  -0.653
N -1.1492 1.6106 -2.4342  -0.847
Cl 2.4768 -1.1121 0.5126  -0.025
Cl 1.4378 -1.4660 3.2077  0.061
Cl 2.8395 1.3251 2.6610  0.063
Cl 0.1456 1.5581 3.2194  0.036
H 0.1229 -2.2703 -0.5243  0.265
H -1.5783 -1.8094 -0.2337  0.268
H -1.0624 -0.5068 1.7791  0.273
H -0.5860 -2.0261 1.8378  0.286
H -1.5617 1.3124 -0.4157  0.254
H -2.3212 -0.0183 -1.5254  0.220
H 0.7934 0.7494 -2.3321  0.452
H 1.6456 -0.5200 -1.3446  0.440
H -1.7015 2.4346 -2.5404  0.411
H -1.2904 1.2053 -3.3775  0.378
H 1.2210 1.5019 1.0276  0.235

Atoms 1-6, force components in eV/Å:
C 0.0 -0.1 1.4
C -1.9 -0.5 1.1
C 0.0 1.3 -0.7
C -0.4 -0.5 0.7
C 0.0 0.1 -1.1
C 1.7 0.6 4.6